This record from the Open Molecules 2025 dataset describes a 2-piece molecular cluster, C29H65NO3P overall. The level of theory is ωB97M-V with the def2-TZVPD basis set.

Structure (XYZ):
```
99
Properties=species:S:1:pos:R:3:forces:R:3
C 3.172 2.104 3.606 0.0 0.0 -0.2
C 2.120 1.076 3.140 -0.1 -0.1 0.2
C 0.727 1.321 3.762 0.1 0.1 -0.3
C -0.120 2.345 2.983 0.1 -0.4 -0.1
C -0.684 1.792 1.647 0.1 0.5 0.2
C -0.874 2.880 0.565 -0.1 -0.1 -0.2
C -2.207 2.776 -0.204 -0.1 0.0 0.2
C -2.558 1.413 -0.841 0.0 0.3 -0.3
C -1.433 0.681 -1.592 -0.1 -0.4 0.0
C -1.723 -0.834 -1.670 -0.1 0.3 -0.2
C -0.739 -1.593 -2.570 -0.2 0.1 0.2
C 0.698 -1.632 -2.024 0.1 -0.3 -0.3
P 0.925 -2.392 -0.401 0.0 -0.1 0.1
C 2.585 -3.100 -0.318 0.1 0.1 -0.3
C 3.634 -2.178 -1.001 0.1 -0.1 0.0
C 5.019 -2.216 -0.332 -0.2 -0.3 0.0
C 5.051 -1.675 1.114 0.3 0.0 0.0
C 5.869 -0.372 1.315 -0.2 0.1 0.0
C 5.805 0.672 0.187 0.0 0.1 0.3
C 4.387 1.182 -0.143 0.1 0.1 -0.3
C 4.335 2.703 -0.393 -0.2 -0.4 -0.1
C 3.024 3.163 -1.067 -0.2 0.0 0.2
O 3.237 3.942 -2.224 0.0 0.0 0.0
C 3.584 3.177 -3.361 0.2 0.0 -0.1
N -0.292 -3.468 -0.063 0.7 0.2 0.0
C -0.297 -4.134 1.268 -0.3 -0.2 0.2
C -1.414 -3.648 2.230 -0.1 0.1 0.0
C -2.239 -2.430 1.772 -0.1 0.0 0.3
H 2.916 2.496 4.596 0.1 -0.1 -0.1
H 3.257 2.952 2.916 -0.1 -0.1 0.2
H 4.163 1.646 3.680 -0.1 0.1 0.0
H 2.464 0.066 3.415 -0.1 0.2 -0.1
H 2.036 1.094 2.041 0.0 -0.1 0.2
H 0.171 0.378 3.823 0.0 0.0 0.0
H 0.876 1.668 4.794 -0.1 -0.1 -0.2
H 0.488 3.242 2.794 -0.1 -0.1 0.1
H -0.972 2.629 3.611 0.2 0.2 -0.1
H -1.665 1.349 1.862 0.2 -0.2 -0.1
H -0.016 1.002 1.275 -0.2 0.0 0.0
H -0.030 2.871 -0.141 -0.1 0.0 0.2
H -0.847 3.862 1.053 0.0 -0.1 -0.1
H -3.007 3.012 0.515 0.1 -0.1 -0.2
H -2.264 3.562 -0.969 0.2 -0.2 0.1
H -3.015 0.747 -0.100 0.2 0.0 0.0
H -3.347 1.605 -1.582 0.0 -0.1 0.3
H -1.350 1.074 -2.617 0.1 0.0 0.3
H -0.461 0.837 -1.104 -0.1 0.1 0.0
H -2.737 -0.983 -2.069 0.2 0.1 0.1
H -1.739 -1.244 -0.651 0.0 0.0 -0.3
H -1.095 -2.612 -2.776 0.1 0.2 0.1
H -0.695 -1.073 -3.536 0.0 -0.2 0.1
H 1.119 -0.622 -1.953 0.0 -0.2 0.0
H 1.357 -2.198 -2.701 -0.1 0.2 0.1
H 0.897 -1.388 0.577 -0.2 -0.1 0.0
H 2.544 -4.052 -0.865 -0.1 0.1 0.2
H 2.830 -3.330 0.724 0.0 0.1 -0.1
H 3.734 -2.532 -2.034 0.0 0.2 0.1
H 3.289 -1.139 -1.052 0.0 -0.2 0.1
H 5.371 -3.257 -0.368 0.0 0.2 0.1
H 5.708 -1.646 -0.962 -0.1 -0.1 0.1
H 4.034 -1.517 1.501 0.1 0.0 -0.2
H 5.500 -2.438 1.764 -0.2 0.2 -0.1
H 6.919 -0.625 1.496 -0.1 0.0 -0.1
H 5.509 0.108 2.238 0.1 -0.1 -0.1
H 6.293 0.286 -0.715 -0.1 0.1 0.1
H 6.419 1.528 0.504 -0.1 -0.2 0.0
H 4.032 0.711 -1.073 0.0 0.0 0.3
H 3.691 0.901 0.662 0.1 0.1 -0.2
H 5.164 2.960 -1.066 -0.1 0.1 0.2
H 4.473 3.233 0.555 0.2 0.0 -0.2
H 2.430 3.791 -0.392 0.1 -0.1 -0.1
H 2.392 2.288 -1.317 0.1 0.1 0.0
H 2.691 2.929 -3.950 0.1 -0.1 0.1
H 4.105 2.249 -3.084 0.0 0.1 -0.1
H 4.259 3.771 -3.986 -0.2 -0.1 0.1
H -0.416 -4.120 -0.828 -0.3 0.0 0.0
H -0.451 -5.199 1.075 0.2 0.1 0.0
H 0.687 -4.048 1.747 -0.2 0.1 -0.1
H -2.106 -4.483 2.387 0.2 0.1 0.0
H -0.970 -3.436 3.210 0.0 -0.1 -0.3
H -3.135 -2.735 1.219 0.3 0.1 -0.1
H -1.669 -1.725 1.161 -0.1 -0.1 0.2
H -2.590 -1.875 2.649 0.0 -0.1 -0.1
C -6.208 -1.208 -0.149 0.0 0.0 0.0
O -5.940 -0.044 -0.908 0.0 0.0 0.0
C -6.140 -0.215 -2.302 0.1 0.1 0.0
C -7.487 0.303 -2.761 -0.1 0.0 -0.1
O -8.558 -0.423 -2.190 0.1 0.0 0.1
C -9.162 0.222 -1.081 0.0 0.0 0.0
H -6.309 -0.905 0.892 0.0 0.0 0.0
H -7.132 -1.695 -0.468 0.0 0.0 0.0
H -5.381 -1.924 -0.231 0.0 0.0 0.0
H -6.036 -1.271 -2.574 0.0 0.0 0.0
H -5.354 0.346 -2.818 0.0 0.0 0.0
H -7.552 0.185 -3.847 0.0 0.0 0.0
H -7.577 1.370 -2.532 0.0 0.0 0.0
H -9.814 1.035 -1.415 0.0 0.0 0.0
H -8.416 0.622 -0.390 0.0 0.0 0.0
H -9.765 -0.521 -0.562 0.0 0.0 0.0
```
Positions in Å, forces in eV/Å.

For the HOMO-LUMO gap, the calculation gives 8.61 eV. The energy is -1765.49431 Ha. Its charge is +1. Its highest occupied orbital energy is -11.0 eV.